No. 1
Here is a molecular structure, C13H6Cl5NO4Pt from the Open Molecules 2025 dataset. Energies are from ωB97M-V/def2-TZVPD.

XYZ file:
```
30
Properties=species:S:1:pos:R:3:forces:R:3:lowdin_charge:R:1
Pt 0.562805 -0.026578 -0.237595 0.2460 0.4661 0.5186 1.05
Cl 3.682232 -6.176613 -0.543814 0.1278 -0.1254 0.0211 0.45
C 2.546596 -4.831334 -0.661327 -0.2082 0.1046 -0.0596 -0.72
C 1.277911 -5.061221 -1.245322 0.1539 0.2508 0.1317 -0.72
Cl 0.894925 -6.684751 -1.862126 -0.0736 -0.2327 -0.0939 0.35
C 0.370342 -4.049809 -1.344907 0.0675 0.0378 0.0520 -0.64
Cl -1.206769 -4.285580 -2.046885 -0.0636 -0.0232 -0.0334 0.61
C 0.679764 -2.746502 -0.873720 -0.1304 0.0313 -0.0518 -0.37
O -0.142247 -1.766404 -0.952214 -0.0792 -0.2662 -0.2021 -0.19
C 1.978296 -2.500844 -0.279091 0.1127 0.0163 0.0539 -0.39
O 2.245885 -1.332225 0.134074 0.0255 0.0254 -0.0588 -0.14
C 2.888725 -3.598627 -0.192041 -0.0261 0.0022 -0.0059 -0.63
Cl 4.433690 -3.276490 0.533606 0.0524 -0.0006 0.0179 0.63
O 0.805666 1.174724 2.421547 -0.1648 -0.1886 0.2836 -0.13
N 1.354647 1.993188 1.727040 0.1359 0.1952 -0.1457 -0.25
O 1.379723 1.739713 0.462838 -0.1423 -0.3549 -0.3125 -0.33
Cl -0.393801 3.519706 -2.136768 0.0056 -0.0115 -0.0036 0.65
C -1.163845 3.412176 -0.571102 -0.0003 0.0222 0.0296 -0.61
C -1.420575 4.603407 0.090514 -0.0051 -0.0111 -0.0025 -0.14
C -2.021413 4.580852 1.337638 -0.0036 0.0180 0.0094 -0.12
C -2.356894 3.358462 1.906607 0.0106 0.0036 -0.0032 -0.10
C -2.087876 2.184016 1.229529 0.0081 0.0184 0.0024 -0.06
C -1.483537 2.166331 -0.032768 0.0497 -0.0123 -0.0125 -0.34
C -1.192841 0.872748 -0.703132 0.0156 0.0252 -0.1123 -0.31
H -1.136843 5.537446 -0.376402 -0.0001 0.0015 0.0042 0.09
H -2.215077 5.508801 1.861767 0.0008 -0.0006 0.0013 0.09
H -2.810087 3.320417 2.889834 -0.0022 0.0029 0.0014 0.09
H -2.315316 1.229744 1.688713 0.0017 -0.0091 -0.0003 0.11
H -1.186609 0.987440 -1.790000 -0.1044 0.0126 -0.0005 0.02
H -1.967477 0.147805 -0.434495 -0.0101 0.0022 -0.0286 0.05
```
Positions in Å, forces in eV/Å.

highest occupied orbital energy (alpha / beta)	0.0725 / -0.1181	hartree
LUMO (alpha / beta)	4.4 / 3.3	eV
relative energy (zero: lowest compared OMol25 entry of this formula, charge and spin)	64.0	kJ/mol
2S+1	3
expectation value of S²	2.0188
total charge	-2
HOMO-LUMO gap (alpha / beta)	0.088 / 0.240	Ha

=====

No. 2
Here is 2 unconnected molecules or ions with the total composition C3H8N3S at a distorted geometry from the Open Molecules 2025 dataset. Energies are from ωB97M-V/def2-TZVPD.

XYZ file:
```
15
Properties=species:S:1:pos:R:3:forces:R:3:lowdin_charge:R:1
C 0.209707 -1.564174 0.669996 -1.2989 0.0628 -1.9615 -0.32
C -0.197128 -0.926054 -0.617625 1.0448 -0.3884 -0.9657 -0.37
C 2.531436 -0.626490 -0.545882 -3.5726 -1.8843 2.2492 -0.43
N 1.274901 -1.870995 1.135321 3.6661 0.8254 -0.6137 0.26
N 3.805349 -0.638569 -0.564778 -1.0250 1.2637 -1.4948 0.14
N -2.165752 1.184860 0.296646 -1.5703 -0.3629 -0.2533 -0.01
S 1.200421 0.080209 -1.230933 0.9625 0.1981 -0.4252 1.04
H -0.627872 -1.879843 1.236180 -1.2033 -0.5205 0.8971 0.14
H -0.596714 -1.561453 -1.437974 0.7088 -0.2788 0.7381 0.12
H -0.983965 -0.241861 -0.459639 -1.1114 1.1653 0.5051 -0.01
H 4.240839 -1.347870 -0.012833 0.9900 -0.1085 0.2127 0.14
H 4.190312 -0.056126 -1.320230 1.0048 -0.6707 0.7023 0.16
H -1.515811 1.280943 1.097298 -1.3860 0.5584 -0.6499 0.05
H -3.219527 1.216702 0.432563 2.1831 -0.1672 0.7418 0.07
H -2.031579 1.842567 -0.458678 0.6075 0.3076 0.3179 0.02
```
Positions in Å, forces in eV/Å.

highest occupied orbital energy	-0.4937	hartree
LUMO	-5.7	eV
relative energy (zero: lowest compared OMol25 entry of this formula, charge and spin)	396.7	kJ/mol
total charge	+1
HOMO-LUMO gap	0.284	Ha

=====

No. 3
Here is C10H9P in the gas phase from the Open Molecules 2025 dataset. Energies are from ωB97M-V/def2-TZVPD.

XYZ file:
```
20
Properties=species:S:1:pos:R:3:forces:R:3:lowdin_charge:R:1
C 0.327596 -2.102708 1.484722 0.4534 0.2686 0.3320 -0.10
C -0.735377 -2.318947 0.577416 -0.2445 0.0330 -0.3791 -0.07
C 0.706356 2.435174 0.003802 0.4074 -0.0541 0.5221 -0.10
C 1.251012 1.401194 0.681051 -0.2693 0.1770 -0.0703 -0.03
C 1.085388 -0.991405 1.400547 -0.0792 -0.1991 0.2066 -0.04
C -1.078462 -1.344243 -0.336483 -0.2336 -0.2466 -0.0232 -0.07
C -0.233874 2.206807 -1.017392 -0.3117 -0.0931 -0.4021 -0.15
C 0.914985 -0.003790 0.300219 0.2611 -0.1828 -0.2692 -0.26
C -0.790060 0.947584 -1.261982 -0.4062 0.1624 -0.3255 -0.55
C -0.374602 -0.154575 -0.458766 0.0858 0.0845 0.1712 -0.19
P -2.029343 0.931388 -2.533907 0.2075 0.4830 0.0933 0.88
H 0.498136 -2.822928 2.271531 0.0709 -0.0317 0.0795 0.10
H -1.321547 -3.221251 0.651712 -0.0935 -0.0595 -0.0148 0.10
H 0.981092 3.452551 0.241926 0.0612 0.0670 0.0332 0.10
H 1.981526 1.544032 1.461912 0.0846 0.0881 0.1095 0.11
H 1.881064 -0.798503 2.104966 0.0945 -0.0485 0.1151 0.11
H -1.969953 -1.488486 -0.930844 0.0065 -0.0096 0.0033 0.08
H -0.591992 3.042976 -1.600798 -0.0064 0.0939 -0.0510 0.08
H 1.709267 -0.267364 -0.441868 0.0199 -0.0653 -0.0590 0.18
H -2.211214 -0.447505 -2.597767 -0.1084 -0.4673 -0.0717 -0.18
```
Positions in Å, forces in eV/Å.

highest occupied orbital energy (alpha / beta)	-0.2543 / -0.3183	hartree
LUMO (alpha / beta)	0.5 / -1.0	eV
2S+1	3
expectation value of S²	2.1220
HOMO-LUMO gap (alpha / beta)	0.272 / 0.283	Ha

=====

Number 2 is which compound?
C3H8N3S